16
Properties=species:S:1:pos:R:3:forces:R:3:nbo_charge:R:1 method="wB97M-V/def2-TZVPD" charge=+1 gap_ev=10.4 spin_multiplicity=1 de_lowest_kcal_mol=37.1 e_homo_ev=-13.90 e_lumo_ev=-3.517
N 0.1463 1.6622 1.8026 -1.0197 -0.0319 -0.7934 -0.7995
C 0.1975 2.0021 0.4300 -0.6988 0.6953 -1.1042 0.0674
O -1.0187 1.3691 -0.3580 1.8539 1.4205 0.9483 -0.8279
H -0.8404 1.7728 2.0736 0.6832 0.1212 0.3926 0.3810
H 0.4041 0.6991 1.9678 0.1832 -0.0155 0.1243 0.3628
H 0.0727 3.1068 0.2681 0.0837 -1.0753 0.2993 0.1982
H 1.1189 1.6803 -0.0955 -0.4995 0.0101 0.5357 0.1790
H -1.2302 2.0546 -1.0046 -0.3383 -0.3976 -0.1128 0.5104
N -0.4700 -1.1125 0.1263 0.5742 0.2590 -0.8867 -0.7271
C 0.3380 -1.4780 -0.8524 -1.2369 -1.2005 0.9119 0.3928
N 0.7047 -2.7423 -1.1150 -0.0463 1.3188 -0.2292 -0.7279
H -0.9522 -1.8010 0.6870 0.1171 0.0435 0.1302 0.4176
H -0.7642 -0.0807 0.1367 -0.0718 -1.3843 -0.3844 0.4733
H 0.6322 -0.6701 -1.5117 0.4533 -0.2083 -0.0375 0.2316
H 1.3113 -2.8900 -1.9131 -0.1548 -0.1030 0.2160 0.4347
H 0.3500 -3.5722 -0.6417 0.1175 0.5481 -0.0100 0.4337


17
Properties=species:S:1:pos:R:3:forces:R:3:nbo_charge:R:1 method="wB97M-V/def2-TZVPD" charge=+2 gap_ev=8.8 spin_multiplicity=1 de_lowest_kcal_mol=49.7 e_homo_ev=-18.05 e_lumo_ev=-9.207
C -1.0700 -0.9005 0.5033 -0.9040 -0.4335 4.3122 0.2004
C -2.0078 -1.2177 -1.5767 -3.2277 -0.8404 -1.2381 -0.4656
N 1.3066 0.6551 1.4881 -1.7767 0.7616 -0.6675 -0.6998
N -1.2898 -0.4374 -0.6242 0.6242 0.2823 -2.0471 -0.2379
N 2.7387 0.6994 1.2318 -1.4086 0.2867 -2.2627 -0.5273
N -0.6470 0.7257 -1.0754 0.8127 -0.5108 0.7505 -0.6356
S -1.2271 -1.2505 1.9946 0.4314 -0.2235 -1.4320 0.5437
H -2.1091 -2.2697 -1.3665 0.7036 -0.3710 0.5013 0.2707
H -3.0790 -0.9291 -1.6585 0.5869 0.4730 0.4045 0.2672
H -1.6567 -1.1083 -2.5758 0.9210 0.1465 -0.6252 0.2524
H 0.9754 0.9114 2.4290 1.0160 0.2341 -0.5290 0.4146
H 3.3368 1.5807 1.3109 -1.1442 -0.8971 0.3582 0.4585
H 2.7397 0.4146 0.1902 0.7636 0.2694 1.9486 0.4622
H 3.0566 -0.0743 1.8098 0.9314 -0.0055 -0.1235 0.4621
H -0.5723 0.6352 -2.0764 -0.0023 0.5295 -0.2627 0.4157
H -1.1355 1.5286 -0.7314 -0.6369 0.6226 -0.3774 0.4070
H 0.6405 1.0368 0.7270 2.3095 -0.3238 1.2898 0.4115


14
Properties=species:S:1:pos:R:3:forces:R:3:nbo_charge:R:1 method="wB97M-V/def2-TZVPD" charge=+1 gap_ev=10.3 spin_multiplicity=1 de_lowest_kcal_mol=34.4 e_homo_ev=-14.28 e_lumo_ev=-3.951
C -2.1496 0.6927 0.3780 -0.0411 0.3212 -0.1919 -0.4173
N -0.7205 1.0414 0.0740 0.3553 -0.0179 -0.2295 -0.6726
H -2.1642 -0.0644 1.1514 -0.0207 -0.0799 0.0115 0.2451
H -2.6694 1.5909 0.6954 0.0452 -0.0179 0.1455 0.2457
H -2.5987 0.3348 -0.5432 -0.0264 -0.0998 0.0512 0.2422
H -0.2752 0.3087 -0.4912 -0.1434 0.1336 0.1401 0.4513
H -0.1320 1.1437 0.9043 -0.1839 -0.0524 0.1268 0.4485
H -0.6140 1.9138 -0.4503 -0.2511 -0.0282 -0.0304 0.4472
C 1.6226 -0.9115 -0.3012 0.4219 -0.5953 -0.0920 -0.2730
O 2.9628 -1.3353 -0.1298 -0.7268 -0.0096 0.0055 -0.6814
H 1.0223 -1.0721 0.6079 0.0838 0.0658 0.0594 0.1472
H 1.6332 0.1454 -0.5681 0.2310 0.0762 -0.0473 0.1543
H 1.1674 -1.4931 -1.1115 -0.2406 0.2605 -0.0590 0.1853
H 2.9153 -2.2951 -0.2158 0.4970 0.0437 0.1101 0.4775


14
Properties=species:S:1:pos:R:3:forces:R:3:nbo_charge:R:1 method="wB97M-V/def2-TZVPD" charge=+1 gap_ev=5.6 spin_multiplicity=1 de_lowest_kcal_mol=173.4 e_homo_ev=-15.96 e_lumo_ev=-10.411
C -1.0189 -1.3629 -1.3857 -0.0019 1.1354 0.6605 -0.5000
N 0.3624 -1.6684 -1.3916 -1.6285 -0.8075 0.7151 -0.2288
C 0.0667 2.2435 1.5572 0.6548 0.6853 -1.1869 -0.8430
H -1.5755 -1.7816 -0.5236 0.0745 -0.8286 -0.4001 0.3082
H -1.1441 -0.2964 -1.2058 0.1409 0.1453 -0.6088 0.2555
H -1.4644 -1.6799 -2.3407 -0.1133 -0.3605 0.0879 0.3207
H 0.9663 1.6999 1.8715 -0.2189 -0.1848 0.0972 0.2111
H 0.8441 -0.9873 -0.7352 2.1110 1.7959 0.8447 0.3928
H 0.0433 3.1870 2.1032 -0.4153 -0.3418 0.5237 0.2499
H -0.8358 1.6483 1.5317 -0.1115 0.0253 0.5861 0.2139
H 0.2265 2.6022 0.5343 0.1260 -0.2914 -0.0675 0.2142
H 0.5632 -2.6740 -1.3243 0.2412 0.0958 -0.1106 0.4222
H 1.9225 -0.5801 0.8398 -0.0753 -0.2225 -0.1372 0.4949
O 1.0435 -0.3503 0.4693 -0.7838 -0.8460 -1.0040 -0.5115


14
Properties=species:S:1:pos:R:3:forces:R:3:nbo_charge:R:1 method="wB97M-V/def2-TZVPD" charge=+1 gap_ev=13.0 spin_multiplicity=1 de_lowest_kcal_mol=6.7 e_homo_ev=-16.55 e_lumo_ev=-3.583
C 1.7588 -0.1650 -0.1642 -0.1902 -0.5963 -0.1314 -0.6314
C 0.5392 -0.5417 -0.9750 -0.4683 -0.2706 0.5912 -0.2157
N -0.6022 0.3933 -0.6776 -0.3782 0.1225 -0.4149 -0.6845
H 2.3580 -1.0779 -0.0730 0.2303 0.4410 -0.1325 0.2582
H 1.3923 0.0403 0.8371 0.2379 0.2235 0.3029 0.2105
H 2.3399 0.6696 -0.5418 0.0359 -0.0033 -0.0503 0.2408
H 0.2114 -1.5135 -0.6256 -0.2107 -0.1995 -0.0405 0.2193
H 0.5927 -0.5996 -2.0486 0.5031 0.1342 -0.3638 0.2317
H -0.4097 1.3172 -1.0628 0.0616 0.1829 0.1992 0.4346
H -1.4642 0.0833 -1.1385 0.0929 -0.0201 0.1199 0.4419
H -0.8364 0.4764 0.3310 -0.1247 0.1066 -0.1905 0.4600
H -1.8343 -0.4709 1.9657 -0.4248 0.1085 0.2823 0.4814
H -1.8573 0.9860 2.4382 -0.3270 -0.1417 -0.0928 0.4977
O -2.1882 0.4024 1.7351 0.9624 -0.0877 -0.0788 -0.9446


14
Properties=species:S:1:pos:R:3:forces:R:3:mulliken_spin:R:1 method="wB97M-V/def2-TZVPD" charge=+2 gap_ev="14.6 / 6.4" spin_multiplicity=2 s_squared=0.7533 de_lowest_kcal_mol=36.6 e_homo_ev="-22.81 / -22.43" e_lumo_ev="-8.166 / -16.008"
N -2.4137 -0.8740 0.4443 1.9842 1.2782 0.6561 0.0514
H -3.1113 -0.2674 0.0019 0.1210 0.1304 0.4288 -0.0010
H -2.3051 -0.7141 1.4616 -1.1935 0.0203 -0.3327 0.0004
H -1.1785 -0.4308 0.2736 -3.7359 -1.2528 -0.0015 -0.0162
H -2.7508 -1.8327 0.3327 0.6017 -0.1553 -0.2887 -0.0005
C 1.0324 0.7575 0.2532 -1.3610 -2.1120 -1.9067 0.1273
O 0.0443 -0.3012 0.3092 1.6854 0.6320 -0.2665 0.3131
C 1.9420 0.6349 -0.8891 0.6114 0.3884 1.1688 0.1075
H 1.4322 0.5636 1.3151 0.4591 0.6159 0.2043 0.1925
H 0.5079 1.7369 0.2931 -0.0673 0.1397 0.7803 0.0998
H 0.2505 -1.0936 -0.2422 0.6305 0.1326 0.0842 -0.0123
H 2.5190 -0.3143 -0.9654 -0.0272 0.0676 -0.0360 0.0602
H 2.6502 1.4500 -0.7384 0.2695 0.0204 -0.5598 0.0005
H 1.3809 0.6851 -1.8496 0.0222 0.0945 0.0694 0.0773


15
Properties=species:S:1:pos:R:3:forces:R:3:nbo_charge:R:1 method="wB97M-V/def2-TZVPD" charge=+1 gap_ev=3.7 spin_multiplicity=1 de_lowest_kcal_mol=225.7 e_homo_ev=-14.28 e_lumo_ev=-10.542
C 0.9419 1.5316 -1.0058 -0.4297 -0.1413 2.2232 -0.2071
C 1.2455 0.5717 -1.8904 1.6430 -1.7722 -1.4519 -0.2146
N -2.6534 -0.4958 0.6863 3.3407 1.6799 0.5063 -0.7711
H 1.3723 2.5263 -1.0093 -0.7726 0.3406 -0.4883 0.2368
H 1.9824 0.7082 -2.7567 -0.9059 -0.0726 1.5244 0.2471
H 1.0023 -0.4976 -1.6519 -0.6627 0.8916 -0.9272 0.2531
H -2.8008 -1.3663 0.2773 -0.3932 -1.5843 -0.6620 0.3898
H -3.3623 -0.0672 1.2081 -1.2826 0.4656 0.6380 0.3910
H -1.6709 -0.2356 0.9815 -1.4724 -0.4814 -0.5194 0.4119
H 1.2038 -2.3031 0.5572 -0.4031 2.0851 -1.6172 0.5164
H 0.7312 -0.5591 0.7057 0.2064 -0.6166 0.2854 0.4678
O 0.9476 -1.4654 -0.0046 0.0631 -0.9164 2.4176 -0.7030
H 0.5073 0.2659 2.4239 0.4689 -0.1963 0.5392 0.5010
H 0.3863 1.2016 -0.0540 1.1075 0.7878 -1.1336 0.2417
O 0.1667 0.1847 1.5328 -0.5071 -0.4694 -1.3344 -0.7608


16
Properties=species:S:1:pos:R:3:forces:R:3:nbo_charge:R:1 method="wB97M-V/def2-TZVPD" charge=-1 gap_ev=8.1 spin_multiplicity=1 de_lowest_kcal_mol=21.7 e_homo_ev=-3.78 e_lumo_ev=4.286
C -0.6367 0.1355 -0.5775 0.7815 2.4625 -0.3186 -0.0604
O -0.3622 0.2392 0.7707 1.3909 -0.9721 0.0161 -0.9740
C -0.2281 -1.0828 -1.3769 1.0234 -0.6934 0.0278 -0.2629
N -0.2480 -2.3067 -0.5677 0.0748 0.1893 2.5456 -0.8558
H -0.1086 1.0028 -1.1561 -1.1019 -0.7509 0.5534 0.1023
H -1.6777 0.2407 -0.6361 -2.2276 0.4584 -0.7657 0.1058
H 0.8062 -0.7606 -1.6163 -0.0901 -1.3270 -0.1978 0.1845
H -0.7384 -1.3726 -2.3204 -0.1303 1.1031 0.3935 0.1668
H -1.1283 -2.3097 0.0532 1.3061 0.2029 -1.5252 0.3383
H 0.4171 -2.0016 0.1847 -0.5537 -0.7965 -0.5573 0.3570
H -0.7021 1.9026 1.0523 0.0612 -0.5451 -0.3254 0.5142
H -1.8873 2.5346 0.3381 0.3092 0.0390 0.1350 0.4467
O -1.0935 2.7830 0.8302 -0.4401 0.5823 0.1096 -1.0081
H 2.6785 -0.9995 0.9483 -0.7225 1.5750 -0.4240 0.4459
H 1.4548 0.0748 0.8757 0.2854 -0.3411 -0.3237 0.5183
O 2.4320 -0.0824 0.6463 0.0338 -1.1863 0.6566 -1.0185


Question: Which value of charge does entry 5 give?
Answer: +1


Question: What is the charge in the seventh record?
Answer: +1